[1]
ORCA calculation (the ωB97M-V functional and the def2-TZVPD basis) on a cluster of 2 separate species, C4H7NO in total.

Properties
ΔE to the lowest compared entry with this formula, charge and spin: 3.745 eV
orbital gap: 0.3486 Eh
calculated total energy: -286.4940 Eh

Last column: Löwdin charge in e.
CARTESIAN COORDINATES (ANGSTROEM)
C 0.0627 -1.2615 1.7313  -0.06
C 0.4710 -1.1468 0.2923  -0.36
C -0.0925 0.9687 -2.1310  -0.03
N -0.4287 1.4640 -1.0113  -0.15
C -0.7739 1.7648 0.1299  0.04
O 1.5601 -0.7838 -0.0909  0.02
H -0.2587 -2.2862 1.9516  0.08
H 0.8886 -0.9749 2.3854  0.08
H -0.7950 -0.5980 1.8929  0.07
H -0.3205 -1.4078 -0.4431  0.12
H 0.8125 0.3697 -2.1787  0.07
H -0.7115 1.1499 -3.0034  0.07
H -0.4142 2.7419 0.4750  0.04

[2]
ORCA calculation (the ωB97M-V functional and the def2-TZVPD basis) on an isolated molecule of C4H2Br2N2O4S at a distorted geometry.

Properties
ΔE to the lowest compared entry with this formula, charge and spin: 2.714 eV
orbital gap (alpha / beta): 0.2583 / 0.2589 Eh
calculated total energy: -6109.9612 Eh

Last column: Löwdin charge in e.
CARTESIAN COORDINATES (ANGSTROEM)
C 0.8281 0.0253 0.2869  -0.33
C 0.8779 1.3530 0.5186  -0.82
C -1.7037 1.3558 0.1521  -0.27
C -0.4401 -0.7839 0.0488  -0.57
N 1.9731 -0.8044 0.2517  -0.39
N -1.0816 -1.1362 -1.1620  -0.50
O 1.9378 -1.8179 -0.3754  0.09
O 2.9778 -0.3388 0.8270  -0.04
O -1.6961 -2.1382 -1.2105  0.04
O -0.9635 -0.3975 -2.1279  0.04
S -0.6335 2.1626 1.1489  0.95
Br 2.4762 2.3096 0.8596  0.84
Br -0.4953 -2.2162 1.2843  0.89
H -1.3400 1.2669 -0.8627  0.02
H -2.7171 1.1600 0.3607  0.05

[3]
ORCA calculation (the ωB97M-V functional and the def2-TZVPD basis) on a cluster of 6 separate species, C26H56BFN2O8P in total at a distorted geometry.

Properties
ΔE to the lowest compared entry with this formula, charge and spin: 0.153 eV
net charge: +1
orbital gap: 0.1867 Eh
calculated total energy: -2201.3274 Eh

Last column: Löwdin charge in e.
CARTESIAN COORDINATES (ANGSTROEM)
C -2.4114 -3.2670 5.8838  0.23
C -2.9357 -2.1867 5.8398  -0.05
C -3.4740 -0.9168 5.4288  -0.11
C -2.9465 0.2415 6.0423  0.08
C -3.4822 1.4550 5.5914  -0.19
P -2.9147 3.0945 6.2945  0.77
O -1.7364 2.8913 7.1520  -0.39
N -4.4055 1.3620 4.6368  -0.09
F -4.8762 2.5607 4.2007  0.11
N -4.9313 0.3682 4.0561  0.24
C -4.5009 -0.8342 4.4309  -0.02
B -5.1965 -2.1065 3.6894  -0.55
O -4.9761 -3.4016 4.0669  0.20
O -6.0566 -1.8395 2.6451  0.17
H -2.0879 -4.2983 5.8497  0.08
H -2.1862 0.2213 6.8211  0.15
H -2.7779 4.0344 5.2487  0.04
H -4.0210 3.5154 7.0799  0.04
H -5.0746 -3.4701 5.0287  0.12
H -6.8749 -1.4871 3.0267  0.13
C -2.3212 0.1923 1.8515  -0.06
C -2.5052 1.4907 1.0868  -0.27
O -1.6485 2.5274 1.5212  -0.16
C -0.2517 2.2728 1.4050  -0.27
C 0.2056 1.9987 -0.0154  -0.07
H -2.4724 0.3579 2.9227  0.05
H -3.0373 -0.5578 1.5063  0.08
H -1.3209 -0.2216 1.7220  0.08
H -3.5238 1.8547 1.2421  0.12
H -2.3955 1.3310 0.0110  0.10
H 0.0412 1.4556 2.0748  0.11
H 0.2465 3.1687 1.7764  0.12
H -0.2590 1.1008 -0.4299  0.06
H 1.2858 1.8559 -0.0452  0.09
H -0.0533 2.8334 -0.6680  0.09
C -2.9647 -1.0640 -2.0117  -0.07
C -1.5591 -1.1591 -2.5758  -0.27
O -0.5932 -1.5903 -1.6292  -0.18
C -0.8004 -2.8722 -1.0614  -0.29
C -0.8225 -3.9998 -2.0781  -0.07
H -2.9840 -0.3905 -1.1536  0.05
H -3.6535 -0.6858 -2.7683  0.08
H -3.3392 -2.0333 -1.6785  0.07
H -1.2374 -0.1688 -2.9029  0.11
H -1.5336 -1.8001 -3.4628  0.11
H -1.7145 -2.8754 -0.4551  0.10
H 0.0294 -3.0305 -0.3706  0.12
H -1.6435 -3.8938 -2.7885  0.07
H -0.9409 -4.9602 -1.5747  0.08
H 0.1067 -4.0151 -2.6496  0.08
C 1.8922 -7.7128 5.1141  -0.08
C 1.0430 -6.4962 5.4328  -0.29
O -0.1631 -6.8022 6.1182  -0.18
C -0.0220 -7.4397 7.3796  -0.28
C 0.7627 -6.6281 8.3954  -0.08
H 1.3245 -8.4308 4.5207  0.08
H 2.7782 -7.4167 4.5510  0.08
H 2.2293 -8.2241 6.0166  0.07
H 0.7426 -6.0165 4.4995  0.11
H 1.6190 -5.7517 5.9934  0.11
H 0.4155 -8.4348 7.2528  0.11
H -1.0357 -7.5937 7.7519  0.12
H 1.7908 -6.4551 8.0746  0.07
H 0.7970 -7.1519 9.3511  0.08
H 0.2973 -5.6520 8.5469  0.08
C 3.2813 0.0681 -3.4167  -0.07
C 1.9924 0.8430 -3.2084  -0.28
O 2.1927 2.2039 -2.8651  -0.17
C 2.8934 2.9932 -3.8142  -0.28
C 2.2174 3.0691 -5.1715  -0.07
H 3.9046 0.1154 -2.5222  0.08
H 3.0609 -0.9781 -3.6350  0.08
H 3.8671 0.4638 -4.2475  0.07
H 1.4430 0.3979 -2.3762  0.10
H 1.3403 0.7673 -4.0861  0.11
H 3.9258 2.6400 -3.9114  0.11
H 2.9492 3.9954 -3.3871  0.12
H 2.1458 2.0899 -5.6478  0.07
H 2.7800 3.7232 -5.8399  0.07
H 1.2031 3.4600 -5.0711  0.08
C 5.9983 6.3175 -7.7160  -0.08
C 5.0213 5.3711 -8.3913  -0.28
O 3.6630 5.6316 -8.0792  -0.17
C 3.1713 6.9116 -8.4386  -0.28
C 3.2525 7.2066 -9.9262  -0.08
H 5.8751 6.2853 -6.6321  0.08
H 7.0241 6.0374 -7.9598  0.08
H 5.8529 7.3509 -8.0336  0.07
H 5.2158 4.3534 -8.0494  0.12
H 5.1668 5.3664 -9.4768  0.11
H 3.6793 7.6896 -7.8579  0.11
H 2.1257 6.9278 -8.1283  0.12
H 4.2822 7.2126 -10.2864  0.07
H 2.8197 8.1845 -10.1412  0.08
H 2.7099 6.4497 -10.4950  0.08

[4]
ORCA calculation (the ωB97M-V functional and the def2-TZVPD basis) on a cluster of 3 separate species, C4H16NO2 in total.

Properties
ΔE to the lowest compared entry with this formula, charge and spin: 0.314 eV
net charge: +1
orbital gap: 0.4576 Eh
calculated total energy: -367.0179 Eh

Last column: Löwdin charge in e.
CARTESIAN COORDINATES (ANGSTROEM)
C 0.5344 -1.4093 -0.2960  -0.13
C -0.3176 -1.2287 0.9584  -0.43
C 0.5424 -1.3575 2.2036  -0.07
C -1.1365 0.0729 0.9953  -0.05
N -0.2942 -1.1718 -1.5318  0.18
H 1.3752 -0.7161 -0.3381  0.14
H 0.8667 -2.4407 -0.3239  0.13
H -1.0561 -2.0334 0.9448  0.14
H 1.0319 -0.4000 2.4153  0.09
H -0.0692 -1.6234 3.0551  0.09
H 1.3453 -2.1024 2.1989  0.09
H -0.5541 0.9039 0.5949  0.07
H -1.4066 0.2606 2.0330  0.09
H -2.0588 -0.0128 0.4308  0.08
H 0.1620 -1.5260 -2.3695  0.17
H -1.1969 -1.6284 -1.3837  0.17
H -0.4659 -0.1422 -1.6902  0.10
H -0.6525 2.0771 -2.7812  0.08
H 0.0189 2.0217 -1.4299  0.02
O -0.1587 1.4618 -2.2232  -0.06
H 1.2272 4.2327 -1.0429  0.07
H 1.4025 3.3045 0.1848  0.07
O 0.8604 3.4577 -0.6042  -0.04